[1]
10
Properties=species:S:1:pos:R:3 method="wB97M-V/def2-TZVPD" e_above_lowest_kj_mol=282.23 smiles="C#CC(=O)S.S" homo_lumo_gap_ev=9.608 total_charge=0 homo_ha=-0.3555
C -2.01 1.86 0.03
C -2.06 0.67 0.16
C -1.69 -0.74 0.24
O -1.61 -1.45 -0.71
S -1.33 -1.28 1.87
H -2.00 2.92 -0.12
H -1.31 -2.59 1.84
S 1.49 0.50 -0.52
H 0.67 1.52 -0.84
H 2.44 1.48 -0.87

[2]
96
Properties=species:S:1:pos:R:3 method="wB97M-V/def2-TZVPD" e_above_lowest_kj_mol=112.52 homo_lumo_gap_ev=5.210 total_charge=-1 homo_ha=-0.1243
Ca -0.72 -1.06 1.06
S -1.31 -2.66 4.17
C -0.23 -3.61 3.23
C 0.23 -4.88 3.69
C 1.08 -5.64 2.94
C 1.50 -5.17 1.69
C 1.03 -3.93 1.30
N 0.21 -3.17 2.03
H -0.12 -5.21 4.66
H 1.42 -6.60 3.31
H 2.16 -5.73 1.05
H 1.34 -3.52 0.35
N 1.05 -0.49 5.39
C 2.12 -1.30 5.06
C 3.00 -2.04 5.84
C 3.97 -2.76 5.17
C 4.06 -2.74 3.77
C 3.18 -2.00 3.01
C 2.20 -1.27 3.67
N 1.16 -0.51 3.15
C 0.49 -0.11 4.20
C -0.76 0.65 4.11
C -1.42 1.28 5.11
S -2.91 1.87 4.52
C -2.54 1.26 2.97
N -1.39 0.66 2.89
H 0.50 -0.59 6.23
H 2.92 -2.07 6.92
H 4.66 -3.37 5.74
H 4.82 -3.35 3.28
H 3.21 -2.03 1.92
H -1.11 1.40 6.14
H -3.26 1.26 2.15
O -2.58 -2.30 0.87
C -2.84 -1.77 -0.24
O -1.92 -1.19 -0.92
C -4.22 -1.81 -0.83
C -4.45 -2.75 -1.82
C -5.68 -2.85 -2.45
C -6.69 -1.97 -2.07
C -6.46 -1.02 -1.09
C -5.22 -0.90 -0.43
S -4.99 0.35 0.78
H -3.64 -3.42 -2.10
H -5.85 -3.59 -3.22
H -7.67 -2.02 -2.54
H -7.25 -0.34 -0.80
C 2.89 0.68 0.70
C 2.50 -0.27 -0.37
N 1.44 -1.04 -0.38
C 1.48 -1.76 -1.56
C 2.58 -1.42 -2.27
N 3.22 -0.45 -1.52
C 4.41 0.25 -1.90
N 4.22 1.09 -3.05
N 4.87 0.78 -4.20
N 4.60 1.64 -5.10
C 3.73 2.56 -4.56
C 3.14 3.70 -5.14
C 2.30 4.44 -4.35
C 2.03 4.07 -3.01
C 2.60 2.96 -2.43
C 3.47 2.22 -3.24
H 2.09 0.71 1.44
H 3.03 1.69 0.32
H 3.81 0.37 1.20
H 0.68 -2.44 -1.82
H 2.94 -1.72 -3.24
H 5.20 -0.44 -2.18
H 4.75 0.85 -1.05
H 3.34 3.95 -6.17
H 1.82 5.32 -4.76
H 1.35 4.67 -2.43
H 2.34 2.67 -1.43
C -2.07 3.51 -3.89
C -2.64 2.35 -3.07
N -2.16 2.29 -1.70
C -2.98 2.93 -0.68
C -2.48 4.31 -0.26
C -1.03 1.61 -1.35
C -0.32 0.89 -2.45
N -0.57 1.49 -0.14
H -2.52 3.53 -4.89
H -0.99 3.42 -4.00
H -2.28 4.47 -3.40
H -2.45 1.40 -3.57
H -3.73 2.44 -3.02
H -3.06 2.26 0.18
H -4.00 2.97 -1.05
H -1.43 4.27 0.05
H -3.07 4.69 0.58
H -2.56 5.03 -1.08
H -0.90 0.00 -2.72
H 0.65 0.56 -2.09
H -0.17 1.50 -3.34
H -1.18 1.99 0.51

[3]
56
Properties=species:S:1:pos:R:3 method="wB97M-V/def2-TZVPD" e_above_lowest_kj_mol=275.74 homo_lumo_gap_ev="3.494 / 3.542" total_charge=0 homo_ha="-0.1761 / -0.1763"
P 0.16 -1.65 -5.06
P 0.37 2.24 -4.48
C 0.03 -0.14 -6.03
C 0.98 1.01 -5.62
H -1.04 0.17 -6.07
H 0.27 -0.43 -7.07
H 1.92 0.60 -5.20
H 1.23 1.57 -6.55
C -0.37 3.54 -5.51
H -0.72 4.36 -4.87
H -1.22 3.15 -6.10
H 0.41 3.91 -6.20
C 1.64 2.98 -3.51
H 2.15 3.73 -4.14
H 2.38 2.18 -3.23
H 1.23 3.51 -2.64
C -0.76 -2.82 -6.11
H -1.00 -3.72 -5.52
H -0.16 -3.09 -7.00
H -1.72 -2.38 -6.43
C 1.85 -2.23 -5.12
H 2.57 -1.41 -5.00
H 2.02 -2.75 -6.07
H 2.02 -2.94 -4.30
Ca 2.97 0.77 -0.91
C -1.24 1.58 -3.78
C -2.38 0.92 -4.28
C -3.33 0.46 -3.28
C -2.93 -0.92 -2.62
C -2.11 -1.74 -3.49
C -0.68 -1.77 -3.46
C -0.05 -0.64 -2.55
C -0.56 0.81 -2.53
C 2.37 -1.72 -0.27
H -1.59 2.57 -3.40
H -2.66 1.05 -5.33
H -4.33 0.29 -3.68
H -3.38 1.19 -2.46
H -2.43 -0.72 -1.68
H -3.88 -1.42 -2.42
H -2.65 -2.43 -4.14
H -0.30 -2.75 -3.06
H 1.03 -0.62 -2.74
H -0.08 -0.99 -1.50
H -1.22 0.94 -1.67
H 0.29 1.44 -2.18
H 3.26 -1.87 0.35
H 2.19 -2.51 -1.02
H 1.47 -1.49 0.32
F 3.19 0.51 -3.04
Te 0.46 2.11 1.37
F 3.44 2.48 0.34
F -0.63 2.96 0.05
F -0.71 3.12 2.68
F -0.67 0.66 1.96
O 0.95 0.93 -0.03

[4]
12
Properties=species:S:1:pos:R:3 method="wB97M-V/def2-TZVPD" e_above_lowest_kj_mol=346.27 homo_lumo_gap_ev=9.258 total_charge=0 homo_ha=-0.3177
O -1.51 0.98 1.48
C -1.08 0.04 0.67
C 0.38 -0.25 0.85
C 0.83 -0.68 -0.53
C 0.11 0.22 -1.48
O 0.24 0.30 -2.68
H -2.46 1.09 1.30
H -0.47 1.07 -1.09
H 0.97 0.56 1.30
H 0.42 -1.11 1.53
H 0.54 -1.71 -0.78
H 1.91 -0.57 -0.71

Repeat the first record exactly.
10
Properties=species:S:1:pos:R:3 method="wB97M-V/def2-TZVPD" e_above_lowest_kj_mol=282.23 smiles="C#CC(=O)S.S" homo_lumo_gap_ev=9.608 total_charge=0 homo_ha=-0.3555
C -2.01 1.86 0.03
C -2.06 0.67 0.16
C -1.69 -0.74 0.24
O -1.61 -1.45 -0.71
S -1.33 -1.28 1.87
H -2.00 2.92 -0.12
H -1.31 -2.59 1.84
S 1.49 0.50 -0.52
H 0.67 1.52 -0.84
H 2.44 1.48 -0.87